DFT (ωB97M-V with the def2-TZVPD basis set) results for an isolated molecule of C25H20ClN5O4S in a non-equilibrium geometry.

```
56
Properties=species:S:1:pos:R:3
C 5.410 4.206 0.054
O 5.475 3.126 -0.846
C 4.782 1.995 -0.563
C 4.891 0.962 -1.500
C 4.226 -0.225 -1.312
C 3.421 -0.414 -0.185
C 2.758 -1.691 -0.019
N 3.213 -2.824 -0.497
N 2.402 -3.809 -0.123
C 1.447 -3.288 0.589
S 0.108 -4.178 1.275
C -0.749 -4.573 -0.292
C -1.364 -3.324 -0.894
O -1.229 -3.003 -2.049
N -2.092 -2.599 0.010
N -2.651 -1.449 -0.374
C -3.389 -0.749 0.382
C -3.934 0.483 -0.148
C -4.860 1.231 0.576
C -5.376 2.401 0.053
C -4.972 2.840 -1.198
C -4.044 2.110 -1.926
C -3.524 0.935 -1.413
C -2.459 0.177 -2.154
O -1.289 0.452 -2.065
O -2.947 -0.752 -2.966
N 1.607 -1.926 0.697
C 0.687 -1.014 1.240
C 0.194 -1.206 2.526
C -0.749 -0.332 3.037
C -1.185 0.730 2.261
Cl -2.372 1.816 2.892
C -0.692 0.929 0.980
C 0.240 0.052 0.465
C 3.327 0.606 0.755
C 3.998 1.801 0.571
H 5.805 3.934 1.038
H 6.031 4.988 -0.379
H 4.385 4.576 0.163
H 5.511 1.123 -2.368
H 4.311 -1.028 -2.027
H -0.029 -5.011 -0.982
H -1.520 -5.301 -0.041
H -2.180 -2.930 0.974
H -3.637 -1.035 1.410
H -5.173 0.887 1.551
H -6.093 2.974 0.621
H -5.375 3.754 -1.606
H -3.720 2.457 -2.896
H -2.229 -1.345 -3.256
H 0.547 -2.035 3.122
H -1.139 -0.474 4.032
H -1.047 1.745 0.373
H 0.596 0.184 -0.544
H 2.745 0.471 1.654
H 3.906 2.569 1.322
```

## Properties
HOMO level   -8.23 eV
SMILES string   COc1ccc(-c2nnc(SCC(=O)N/N=C/c3ccccc3C(=O)O)n2-c2ccc(Cl)cc2)cc1
LUMO energy   0.0 eV
Charge   0
Calculated total energy   -2397.80305 Ha



DFT (ωB97M-V with the def2-TZVPD basis set) results for an isolated molecule of C25H20N2O5 in a non-equilibrium geometry.

```
52
Properties=species:S:1:pos:R:3
C -0.505 2.490 -2.072
C -1.814 2.663 -1.316
O -1.890 1.790 -0.189
C -1.399 2.237 0.972
O -0.889 3.322 1.117
C -1.574 1.251 2.071
C -1.311 1.656 3.377
C -1.469 0.763 4.419
C -1.864 -0.541 4.166
C -2.122 -0.958 2.866
C -2.487 -2.386 2.557
O -1.640 -2.813 1.494
C -2.148 -3.576 0.519
O -3.244 -4.077 0.550
C -1.187 -3.679 -0.610
C -1.278 -4.719 -1.530
C -0.398 -4.774 -2.599
C 0.559 -3.790 -2.775
C 0.640 -2.737 -1.863
C 1.596 -1.668 -2.033
N 2.500 -1.524 -2.958
N 3.131 -0.367 -2.723
C 2.593 0.161 -1.661
C 2.914 1.422 -1.036
C 2.223 1.835 0.104
C 2.503 3.062 0.672
C 3.477 3.877 0.115
C 4.175 3.462 -1.010
C 3.897 2.241 -1.591
O 1.605 -0.623 -1.171
C -0.227 -2.690 -0.777
C -1.987 -0.052 1.822
H -0.520 3.099 -2.971
H 0.332 2.800 -1.450
H -0.369 1.448 -2.355
H -1.917 3.697 -0.970
H -2.667 2.392 -1.942
H -0.988 2.671 3.551
H -1.273 1.077 5.434
H -1.968 -1.240 4.982
H -2.325 -3.033 3.425
H -3.533 -2.482 2.239
H -2.038 -5.473 -1.393
H -0.464 -5.587 -3.306
H 1.244 -3.811 -3.607
H 1.466 1.195 0.534
H 1.948 3.388 1.538
H 3.691 4.838 0.558
H 4.934 4.099 -1.438
H 4.418 1.901 -2.472
H -0.161 -1.877 -0.071
H -2.191 -0.361 0.808
```

## Properties
HOMO level   -8.58 eV
SMILES string   CCOC(=O)c1cccc(COC(=O)c2cccc(-c3nnc(-c4ccccc4)o3)c2)c1
LUMO energy   -0.1 eV
Charge   0
Calculated total energy   -1450.42711 Ha



DFT (ωB97M-V with the def2-TZVPD basis set) results for a structure of composition C25H20N7O8S2Ti.

```
63
Properties=species:S:1:pos:R:3
Ti -0.237 0.514 -0.103
C -3.366 5.215 1.664
S -1.786 4.450 2.057
C -2.135 2.702 1.895
S -3.624 2.129 1.343
N -1.088 2.036 2.309
N -1.106 0.676 2.033
C -0.924 -0.071 3.047
C -0.827 -1.542 2.962
C 0.166 -2.203 3.683
C 0.246 -3.581 3.610
C -0.676 -4.258 2.830
C -1.629 -3.521 2.150
N -1.719 -2.195 2.214
H -3.214 6.287 1.796
H -4.142 4.862 2.338
H -3.664 5.002 0.641
H -0.818 0.398 4.023
H 0.875 -1.628 4.265
H 1.025 -4.117 4.136
H -0.644 -5.335 2.730
H -2.361 -4.014 1.518
O 1.446 0.865 0.798
C 2.353 -0.013 1.118
C 2.272 -1.411 0.929
C 3.352 -2.214 1.351
C 3.338 -3.575 1.153
C 2.279 -4.225 0.513
C 1.202 -3.460 0.114
C 1.138 -2.077 0.337
O 0.042 -1.431 0.025
N 4.473 -4.366 1.618
O 4.452 -5.574 1.435
O 5.402 -3.793 2.165
H 3.257 0.380 1.587
H 4.206 -1.756 1.831
H 2.315 -5.291 0.350
H 0.347 -3.919 -0.368
O -0.491 2.539 -0.515
C -0.018 3.274 -1.372
C 0.709 2.836 -2.533
C 1.194 3.802 -3.417
C 1.864 3.412 -4.548
C 2.067 2.052 -4.840
C 1.594 1.094 -3.992
C 0.901 1.444 -2.797
O 0.465 0.532 -2.017
N 2.366 4.421 -5.463
O 2.168 5.594 -5.196
O 2.968 4.046 -6.456
H -0.164 4.359 -1.267
H 1.040 4.853 -3.210
H 2.600 1.787 -5.741
H 1.741 0.042 -4.197
N -2.969 -0.959 -0.120
C -4.100 -1.303 -0.747
C -4.122 -0.631 -1.952
C -2.932 0.108 -1.958
N -2.249 -0.104 -0.842
H -2.626 -1.278 0.793
H -4.804 -1.980 -0.293
H -4.885 -0.663 -2.709
H -2.546 0.777 -2.709
```

## Properties
HOMO level (alpha / beta)   -3.32 / -4.91 eV
2S+1   3
Expectation value of S²   2.0351
LUMO energy (alpha / beta)   1.7 / 1.7 eV
Charge   -1
Calculated total energy   -3595.75808 Ha



DFT (ωB97M-V with the def2-TZVPD basis set) results for a structure of composition C25H21AsN4OsS5 in a non-equilibrium geometry.

```
57
Properties=species:S:1:pos:R:3
Os 0.183 0.215 0.325
S 3.156 0.264 4.366
As 2.447 -0.347 2.481
S 0.292 -0.810 2.504
S 2.424 1.286 0.982
S 3.617 -2.007 1.862
C -1.597 -3.654 2.463
N -0.492 -3.900 1.587
C 0.590 -4.691 1.883
C 1.555 -4.446 0.978
N 1.091 -3.468 0.121
C -0.176 -3.121 0.509
S -1.253 -2.174 -0.349
C 1.914 -2.799 -0.777
C 2.859 -3.537 -1.494
C 3.733 -2.872 -2.320
C 3.637 -1.487 -2.404
C 2.652 -0.847 -1.676
N 1.788 -1.473 -0.887
H -2.175 -4.568 2.617
H -2.221 -2.891 1.998
H -1.225 -3.268 3.416
H 0.582 -5.371 2.710
H 2.563 -4.797 0.921
H 2.887 -4.609 -1.384
H 4.476 -3.413 -2.889
H 4.314 -0.911 -3.017
H 2.550 0.227 -1.734
C -2.473 3.691 4.035
C -1.170 3.220 3.823
C -0.876 2.482 2.710
C -1.859 2.160 1.750
C -1.580 1.314 0.630
C -2.593 1.187 -0.312
C -3.831 1.828 -0.191
C -4.128 2.562 0.924
C -3.156 2.728 1.926
C -3.437 3.467 3.094
H -2.707 4.244 4.936
H -0.398 3.441 4.545
H 0.140 2.142 2.550
H -2.434 0.567 -1.187
H -4.560 1.726 -0.986
H -5.098 3.029 1.050
H -4.446 3.841 3.240
N 0.212 0.811 -1.426
C 0.252 1.456 -2.553
C 0.067 2.871 -2.635
C 0.189 3.538 -3.825
C 0.498 2.858 -5.002
C 0.648 1.475 -4.964
C 0.516 0.782 -3.789
H -0.142 3.392 -1.712
H 0.060 4.616 -3.848
H 0.616 3.394 -5.936
H 0.888 0.942 -5.880
H 0.632 -0.294 -3.758
```

## Properties
HOMO level (alpha / beta)   -0.82 / -0.79 eV
LUMO energy (alpha / beta)   4.3 / 4.3 eV
Charge   -2
Calculated total energy   -5501.76996 Ha



DFT (ωB97M-V with the def2-TZVPD basis set) results for a structure of composition C25H21ClIrN3P.

```
52
Properties=species:S:1:pos:R:3
Ir 0.077 0.144 -0.033
N 2.555 0.848 -1.597
P 2.128 1.129 0.016
C 3.215 0.147 1.041
C 2.763 -0.763 1.995
C 3.681 -1.489 2.741
C 5.039 -1.296 2.542
C 5.492 -0.373 1.603
C 4.588 0.343 0.844
C 2.517 2.838 0.288
C 2.909 3.239 1.570
C 3.251 4.561 1.795
C 3.182 5.482 0.756
C 2.765 5.091 -0.511
C 2.415 3.772 -0.748
C 1.838 -0.045 -2.358
C 2.219 -0.428 -3.641
C 1.433 -1.320 -4.330
C 0.267 -1.826 -3.742
C -0.073 -1.397 -2.494
N 0.696 -0.504 -1.805
H 3.405 1.231 -1.987
H 1.706 -0.907 2.168
H 3.334 -2.207 3.472
H 5.753 -1.869 3.118
H 6.553 -0.214 1.465
H 4.953 1.054 0.110
H 2.974 2.518 2.377
H 3.578 4.873 2.777
H 3.457 6.513 0.934
H 2.709 5.815 -1.313
H 2.078 3.473 -1.733
H 3.123 -0.022 -4.073
H 1.715 -1.625 -5.329
H -0.358 -2.544 -4.251
H -0.960 -1.747 -1.989
Cl -0.491 -1.879 0.786
C -1.635 1.275 -0.360
C -1.507 1.412 1.073
C -2.221 0.585 1.977
C -2.088 0.747 3.333
C -1.221 1.730 3.827
C -0.528 2.582 2.970
C -0.674 2.430 1.606
C -1.022 1.854 5.247
N -0.832 1.959 6.374
H -1.336 2.105 -0.993
H -2.412 0.628 -0.758
H -2.885 -0.176 1.585
H -2.645 0.127 4.021
H 0.101 3.362 3.377
H -0.178 3.116 0.928
```

## Properties
HOMO level (alpha / beta)   -15.26 / -15.24 eV
2S+1   2
Expectation value of S²   0.7551
LUMO energy (alpha / beta)   -8.3 / -8.9 eV
Charge   +2
Calculated total energy   -2034.86221 Ha



DFT (ωB97M-V with the def2-TZVPD basis set) results for a structure of composition C25H21Co2N2O8 in a non-equilibrium geometry.

```
58
Properties=species:S:1:pos:R:3
C 4.503 -3.444 3.293
C 3.880 -2.188 2.911
C 3.864 -1.551 1.685
C 3.091 -0.360 1.861
C 2.715 -0.321 3.200
C 1.759 0.615 3.827
N 1.784 1.965 3.267
C 2.840 2.928 3.498
C 0.757 2.233 2.394
O 0.585 3.265 1.764
C -0.135 0.979 2.412
C -1.601 1.344 2.592
C -2.470 0.123 2.702
C -3.304 -0.060 3.806
C -4.028 -1.244 3.959
C -3.934 -2.239 2.975
C -3.124 -2.047 1.847
C -2.405 -0.857 1.709
N 0.425 0.222 3.462
O 3.163 -1.453 3.845
H 4.969 -3.832 2.383
H 5.292 -3.321 4.043
H 3.780 -4.190 3.643
H 4.340 -1.878 0.762
H 2.830 0.391 1.120
H 1.935 0.675 4.909
H 2.676 3.763 2.802
H 2.801 3.296 4.539
H 3.829 2.476 3.323
H -0.021 0.470 1.433
H -1.734 1.974 3.482
H -1.867 1.944 1.711
H -3.347 0.734 4.550
H -4.663 -1.385 4.837
H -4.504 -3.161 3.078
H -3.051 -2.805 1.062
H -1.785 -0.679 0.831
H 0.141 -0.748 3.550
O -4.292 1.539 -3.718
C -3.642 0.713 -4.208
Co -2.505 -0.477 -4.824
C -3.099 -2.032 -4.274
O -3.397 -3.074 -3.865
C -2.681 -0.601 -6.561
O -2.681 -0.673 -7.716
C -0.638 0.073 -4.671
C -0.803 -0.241 -3.307
C -1.118 0.347 -2.138
Co 0.415 -1.412 -4.464
C 0.196 -2.989 -3.732
O -0.015 -3.983 -3.182
C 2.001 -0.818 -3.980
O 2.978 -0.347 -3.573
C 0.531 -1.842 -6.192
O 0.509 -2.088 -7.321
H -0.306 1.029 -5.108
H -1.064 -0.163 -1.195
H -1.238 1.428 -2.164
```

## Properties
HOMO level   -3.59 eV
LUMO energy   2.2 eV
Charge   -1
Calculated total energy   -4442.15989 Ha



DFT (ωB97M-V with the def2-TZVPD basis set) results for a structure of composition C25H21F3FeO2S in a non-equilibrium geometry.

```
53
Properties=species:S:1:pos:R:3
C 3.820 -2.342 -2.657
C 2.547 -3.030 -2.550
C 2.118 -2.972 -1.162
C 3.128 -2.239 -0.417
C 4.181 -1.854 -1.340
Fe 2.327 -1.047 -1.932
C 2.003 1.003 -1.715
C 2.578 0.694 -3.055
C 1.716 -0.177 -3.725
C 0.520 -0.441 -2.846
C -0.606 -1.169 -3.200
C -1.900 -1.125 -2.534
C -2.762 -2.226 -2.593
C -4.034 -2.156 -2.070
C -4.480 -0.984 -1.488
C -3.643 0.113 -1.415
C -2.366 0.045 -1.923
C 0.785 0.332 -1.579
H 4.424 -2.246 -3.563
H 1.999 -3.489 -3.378
H 1.221 -3.435 -0.746
H 3.115 -2.036 0.656
H 5.131 -1.387 -1.072
H 2.468 1.637 -0.958
H 3.530 1.059 -3.443
H 1.868 -0.595 -4.720
H -0.549 -1.754 -4.103
H -2.413 -3.133 -3.055
H -4.685 -3.014 -2.123
H -5.484 -0.919 -1.103
H -3.993 1.030 -0.969
H -1.729 0.913 -1.905
H 0.153 0.339 -0.689
F -5.012 0.852 2.460
C -3.941 1.646 2.373
F -3.523 1.790 1.113
F -4.148 2.834 2.948
S -2.548 0.850 3.295
C -1.360 2.149 2.918
C -0.094 2.113 3.434
C 0.838 3.137 3.119
C 2.107 3.106 3.626
C 2.509 2.073 4.459
C 1.620 1.066 4.800
C 0.345 1.077 4.308
O -2.621 0.902 4.800
O -1.906 -0.392 2.732
H -1.682 2.948 2.278
H 0.526 3.939 2.471
H 2.806 3.883 3.361
H 3.515 2.059 4.847
H 1.939 0.267 5.449
H -0.357 0.307 4.581
```

## Properties
HOMO level (alpha / beta)   0.81 / 0.04 eV
2S+1   5
Expectation value of S²   6.0899
LUMO energy (alpha / beta)   4.9 / 4.9 eV
Charge   -2
Calculated total energy   -3077.01070 Ha



DFT (ωB97M-V with the def2-TZVPD basis set) results for a structure of composition C25H21IrN2PS2Se2.

```
54
Properties=species:S:1:pos:R:3
Ir 0.430 -0.844 1.371
Se 0.761 1.305 0.354
P -1.421 1.665 0.460
Se -1.899 -0.401 1.115
C -2.138 2.094 -1.125
C -3.119 1.304 -1.716
C -3.660 1.687 -2.936
C -3.214 2.843 -3.559
C -2.231 3.629 -2.968
C -1.695 3.262 -1.746
C -1.873 2.912 1.655
C -0.976 3.307 2.644
C -1.381 4.230 3.595
C -2.668 4.746 3.559
C -3.565 4.344 2.575
C -3.171 3.427 1.616
H -3.456 0.396 -1.232
H -4.429 1.082 -3.397
H -3.637 3.138 -4.511
H -1.887 4.530 -3.458
H -0.936 3.881 -1.280
H 0.019 2.883 2.687
H -0.691 4.539 4.368
H -2.980 5.467 4.304
H -4.568 4.748 2.554
H -3.864 3.122 0.841
S 1.252 -1.278 3.378
C 1.232 0.269 4.082
N 1.216 1.321 4.553
N 0.321 -2.924 1.345
S 1.177 -3.833 0.324
C 0.783 -3.130 -1.271
C -0.518 -2.686 -1.466
C -0.872 -2.168 -2.702
C 0.058 -2.120 -3.732
C 1.345 -2.598 -3.531
C 1.718 -3.109 -2.297
C 2.908 -3.468 0.484
C 3.432 -2.204 0.238
C 4.778 -1.981 0.465
C 5.586 -3.016 0.927
C 5.056 -4.275 1.163
C 3.705 -4.507 0.945
H 0.010 -3.491 2.125
H -1.235 -2.726 -0.658
H -1.878 -1.802 -2.859
H -0.223 -1.715 -4.695
H 2.069 -2.570 -4.335
H 2.724 -3.476 -2.143
H 2.799 -1.411 -0.144
H 5.201 -1.002 0.282
H 6.639 -2.835 1.101
H 5.690 -5.077 1.519
H 3.274 -5.484 1.133
```

## Properties
HOMO level (alpha / beta)   -10.98 / -10.98 eV
LUMO energy (alpha / beta)   -4.3 / -4.3 eV
Charge   +1
Calculated total energy   -7119.50546 Ha



DFT (ωB97M-V with the def2-TZVPD basis set) results for an isolated molecule of C25H21N3O5S.

```
55
Properties=species:S:1:pos:R:3
C -0.245 -3.240 0.328
O 0.502 -2.047 0.263
C -0.029 -0.923 0.818
C -1.275 -0.828 1.421
C -1.715 0.382 1.932
C -0.939 1.527 1.863
C -1.422 2.847 2.371
C 0.321 1.430 1.282
C 0.766 0.233 0.761
N 2.094 0.125 0.247
C 2.358 -0.116 -1.063
S 1.024 -0.046 -2.240
C 0.536 1.719 -2.109
C -0.808 2.005 -1.442
O -1.049 3.105 -0.999
N -1.660 0.955 -1.476
C -2.922 0.834 -0.898
C -3.647 1.919 -0.414
C -4.883 1.713 0.177
C -5.411 0.441 0.302
C -4.690 -0.645 -0.188
C -5.166 -2.038 -0.046
O -4.492 -3.013 -0.277
O -6.431 -2.133 0.385
C -3.458 -0.444 -0.797
N 3.503 -0.382 -1.561
C 4.582 -0.444 -0.720
C 5.840 -0.763 -1.240
C 6.932 -0.805 -0.405
C 6.800 -0.531 0.957
C 5.567 -0.218 1.483
C 4.447 -0.171 0.652
C 3.131 0.130 1.204
O 2.889 0.358 2.367
H 0.356 -3.987 -0.186
H -1.212 -3.142 -0.175
H -0.406 -3.551 1.364
H -1.910 -1.695 1.500
H -2.692 0.425 2.391
H -2.419 2.760 2.795
H -0.746 3.234 3.131
H -1.448 3.560 1.548
H 0.962 2.297 1.243
H 0.481 2.084 -3.137
H 1.322 2.272 -1.598
H -1.269 0.086 -1.830
H -3.234 2.911 -0.494
H -5.436 2.561 0.551
H -6.365 0.279 0.776
H -6.683 -3.066 0.465
H -2.920 -1.300 -1.178
H 5.922 -0.971 -2.295
H 7.904 -1.051 -0.805
H 7.668 -0.566 1.597
H 5.434 -0.005 2.533
```

## Properties
HOMO level   -8.47 eV
SMILES string   COc1ccc(C)cc1-n1c(SCC(=O)Nc2cccc(C(=O)O)c2)nc2ccccc2c1=O
LUMO energy   0.3 eV
Charge   0
Calculated total energy   -1904.01889 Ha



- Which value of calculated total energy does entry 3 give?
  -3595.75808 Ha



- What is the charge in the first record?
  0



- Which of these has the highest charge?
  C25H21ClIrN3P



- Which of these has the highest calculated total energy?
  C25H20N2O5